Entry 1:
Formula: C33H62F3N9O3S
Source: the OMol25 dataset
Level of theory: ωB97M-V/def2-TZVPD

Computed properties:
**Charge**: +4
**2S+1**: 1
**ΔE to the lowest compared entry with this formula, charge and spin**: 0.0 kJ/mol
**Largest force on an atom**: 1.6 eV/A
**HOMO-LUMO gap**: 9.99 eV
**Calculated total energy**: -73736.693 eV
**Molar mass**: 721.98 g mol⁻¹
**LUMO level**: -7.4 eV

CARTESIAN COORDINATES (ANGSTROEM)
S: -20.37611 7.72336 0.31715
F: -22.80791 7.67608 1.48511
F: -21.16110 8.19624 2.79444
F: -21.87522 9.63247 1.33492
O: -20.10903 6.33844 0.67773
O: -21.08210 7.90511 -0.93839
O: -19.23178 8.59646 0.48178
N: -18.84403 12.24297 -0.51322
N: -16.56211 5.63867 2.73383
N: -17.11210 4.67502 0.85999
N: -25.31460 7.01651 -2.39995
N: -20.01824 1.10868 4.47246
N: -17.13135 11.60946 -1.65490
N: -24.02246 5.75948 -1.22617
N: -19.61586 0.16161 6.37182
N: -27.01870 9.32526 5.24724
C: -27.60094 8.48435 6.33175
C: -24.10106 6.92368 -1.85038
C: -27.61007 10.72676 5.19414
C: -27.13045 8.66591 3.87388
C: -18.04889 13.34772 -0.70122
C: -26.06200 5.94392 -1.99195
C: -20.06203 12.14660 0.27315
C: -17.22280 5.78516 1.58731
C: -15.87243 4.45107 2.66423
C: -16.35130 10.80758 -2.61760
C: -25.77367 8.14070 -3.22296
C: -25.52094 9.45819 5.47525
C: -25.24159 5.11704 -1.29646
C: -24.81818 8.51507 4.50574
C: -19.50217 -0.80277 5.40812
C: -20.28989 2.13921 3.45326
C: -19.96517 1.30156 5.78736
C: -16.15019 3.89608 1.47068
C: -16.52866 6.62138 3.82485
C: -19.12493 3.06870 3.22151
C: -25.82407 7.74358 -4.69232
C: -14.84841 11.08932 -2.50789
C: -21.64116 8.33578 1.54761
C: -19.77318 -0.22023 4.21692
C: -18.25713 11.19487 -1.08417
C: -25.72382 8.60746 3.27676
C: -22.76467 5.18984 -0.72147
C: -17.70173 4.49925 -0.47265
C: -29.55958 12.28135 5.30962
C: -29.10901 10.83572 5.00950
C: -19.28610 0.07137 7.81023
C: -16.94637 12.93778 -1.36781
C: -16.84942 5.97824 5.15793
H: -14.32824 10.30589 -3.05435
H: -26.71230 8.55703 -2.86528
H: -22.69676 4.14785 -1.02378
H: -27.56208 7.67324 3.98180
H: -25.28354 9.24224 6.51458
H: -16.73996 11.03974 -3.60763
H: -27.22959 8.86277 7.27910
H: -28.76270 12.86190 5.78713
H: -14.61119 12.03992 -2.97874
H: -20.13911 0.23106 8.45669
H: -18.49216 3.75527 -0.40853
H: -25.03010 8.93205 -3.11062
H: -20.66227 1.60720 2.57717
H: -15.20358 4.11266 3.43608
H: -16.15426 13.54694 -1.76478
H: -18.34188 14.31704 -0.33829
H: -25.56312 7.76316 2.61379
H: -24.87358 7.33791 -5.03296
H: -16.09428 5.23889 5.42520
H: -26.97787 11.27079 4.49415
H: -27.37684 11.14571 6.17864
H: -27.29765 7.45186 6.18583
H: -20.92525 12.21331 -0.38832
H: -23.32196 7.67048 -1.87254
H: -15.66046 3.10082 0.93376
H: -19.18077 -1.79911 5.66028
H: -18.17979 5.44096 -0.72318
H: -16.81658 6.71800 5.95771
H: -17.90155 6.60648 1.41034
H: -18.82833 -0.90617 7.94845
H: -21.19226 2.67566 3.75854
H: -18.78036 3.46096 4.18632
H: -26.53714 6.91965 -4.80744
H: -25.21318 10.49131 5.32199
H: -27.78867 9.27397 3.26100
H: -19.79169 -0.63646 3.22565
H: -20.18092 2.22862 6.28957
H: -28.68217 8.55630 6.28774
H: -17.28367 7.36269 3.56661
H: -29.60013 10.18949 5.73387
H: -20.12671 12.93070 1.02219
H: -27.11344 5.87039 -2.20998
H: -16.93243 4.22913 -1.18809
H: -18.26348 2.60385 2.74933
H: -18.46620 0.76541 7.98284
H: -24.79296 7.53286 4.97923
H: -25.41817 4.21929 -0.73255
H: -21.95566 5.76970 -1.14610
H: -17.85575 5.56049 5.16534
H: -23.80788 8.84400 4.27654
H: -15.55101 7.09900 3.84257
H: -26.20382 8.54614 -5.31742
H: -18.65806 10.19617 -1.14096
H: -30.39260 12.35406 6.00152
H: -22.77714 5.24157 0.36448
H: -20.09911 11.19683 0.79787
H: -19.38758 4.01067 2.73475
H: -14.56439 11.04883 -1.45860
H: -25.57752 9.57818 2.80176
H: -29.76147 12.80462 4.37822
H: -16.52515 9.75543 -2.40021
H: -29.39762 10.60155 3.98638

Entry 2:
Formula: C38H80F8N9O20S8
Source: the OMol25 dataset
Level of theory: ωB97M-V/def2-TZVPD

Computed properties:
**Charge**: +1
**2S+1**: 1
**Largest force on an atom**: 11.8 eV/A
**HOMO-LUMO gap**: 3.05 eV
**Calculated total energy**: -203452.858 eV
**Molar mass**: 1391.62 g mol⁻¹
**LUMO level**: -6.9 eV

CARTESIAN COORDINATES (ANGSTROEM)
S: -21.01146 -2.27690 -0.07820
S: -21.12476 2.82309 4.73001
S: -15.20973 1.73497 -3.97297
S: -21.02661 0.03224 0.12580
S: -22.52467 1.43493 5.99360
S: -24.15605 -6.68410 4.95021
S: -16.45445 0.10147 -3.22377
S: -22.96436 -6.65513 3.10672
F: -20.77090 2.72009 3.16659
F: -22.05086 -3.43148 0.62255
F: -25.72673 -7.13082 5.13439
F: -22.93375 -6.06112 1.57436
F: -20.59872 1.23089 1.14122
F: -22.87289 -0.12487 6.18565
F: -15.37366 3.19936 -4.70614
F: -18.00061 -0.22076 -2.81733
O: -27.07671 0.05562 2.84635
O: -23.85767 1.91468 5.71198
O: -22.68151 -8.09581 2.91586
O: -22.40090 0.44068 -0.28139
O: -18.20314 -1.89066 3.57237
O: -24.07375 -5.55701 5.92090
O: -22.12976 3.83520 4.81288
O: -21.84922 -2.05395 -1.27351
O: -14.54267 1.11043 -5.14821
O: -23.47330 -7.87631 5.40133
O: -23.64264 -0.37994 -5.55454
O: -21.89246 1.74692 7.22395
O: -14.33330 2.24183 -2.91902
O: -15.78425 0.16037 -1.93898
O: -19.69194 -2.97092 -0.23163
O: -21.92925 -5.81671 3.74704
O: -19.82313 3.20774 5.30504
O: -16.13829 -1.00049 -4.10644
O: -19.74464 -4.66992 -2.28584
O: -20.00812 0.11473 -0.90823
N: -24.39238 -6.39471 3.36128
N: -24.20993 -1.64798 -5.58324
N: -20.99179 -1.15960 1.12768
N: -20.35001 -0.95951 3.70214
N: -16.77325 1.41623 -3.73877
N: -26.38194 1.31372 2.84921
N: -18.55553 -5.43685 -2.14829
N: -21.50420 1.21604 4.93632
N: -17.25795 4.27518 0.68685
C: -25.51560 1.11468 0.44331
C: -16.53702 8.28193 1.17505
C: -24.49445 2.88331 2.05698
C: -17.46537 -7.56645 -1.59989
C: -15.86033 2.15599 1.22011
C: -24.35605 -1.87361 -3.18179
C: -25.38610 -1.45356 -7.66431
C: -16.17672 -7.02748 -2.06158
C: -17.31199 5.75145 1.32853
C: -24.20519 -4.02584 -4.78084
C: -17.32331 -4.79762 -2.69675
C: -23.99750 0.53133 2.58040
C: -18.81775 -0.88950 3.72206
C: -17.90924 4.27720 -0.70054
C: -28.53668 2.46718 1.95041
C: -27.38651 2.47478 2.99194
C: -25.53218 -1.81836 -6.24893
C: -16.32291 -5.92406 -3.12620
C: -18.51698 -6.58237 -1.16618
C: -17.98609 3.30110 1.57326
C: -25.52541 3.98153 1.79284
C: -26.09587 -3.34518 -6.30483
C: -23.73967 -2.56343 -4.44358
C: -18.16288 0.35226 4.24035
C: -16.62759 6.87406 0.50288
C: -19.85975 -7.37713 -1.26272
C: -27.93621 2.32398 4.40186
C: -15.74819 3.68156 0.62823
C: -22.14034 -2.50413 -4.40067
C: -18.23157 -5.99762 0.32551
C: -20.98434 -2.03050 4.54569
C: -17.63556 -3.91512 -3.87728
C: -25.10498 1.43531 1.95286
C: -25.68690 -4.18556 -5.16135
C: -26.61136 -0.96857 -5.54052
C: -16.65816 -3.88087 -1.65328
C: -17.35147 1.98837 1.18310
C: -26.64817 3.87673 2.90347
H: -26.38354 -1.60055 -8.07856
H: -24.73434 -2.08894 -8.26397
H: -19.82923 -8.44136 -1.02910
H: -21.78864 -3.03913 -5.28282
H: -18.19953 3.27650 -1.02060
H: -24.23217 0.12592 3.56460
H: -16.34560 -4.38771 -0.74031
H: -26.45449 1.64185 0.27395
H: -18.63761 -6.77221 0.97609
H: -20.66248 -6.99078 -0.63466
H: -16.82019 -3.23055 -4.11104
H: -17.84306 -4.53562 -4.74907
H: -18.38117 5.78800 1.53738
H: -17.31968 -8.22173 -0.74112
H: -17.54590 8.69292 1.21181
H: -16.03239 8.29420 2.14112
H: -28.59240 1.46498 4.54204
H: -15.32645 -5.48241 -3.11566
H: -15.81902 -3.32139 -2.06670
H: -19.05027 3.42236 1.37098
H: -16.42414 -6.26270 -4.15731
H: -18.32764 -3.08251 -3.75119
H: -26.28375 -4.00192 -4.26796
H: -23.02281 0.95237 2.82699
H: -20.61923 -1.81919 5.55075
H: -28.25464 2.63093 0.91034
H: -15.65750 -7.79146 -2.64023
H: -27.10444 -1.38288 -4.66113
H: -29.00059 1.48528 1.85690
H: -17.74711 3.56585 2.60325
H: -26.35098 4.18514 3.90580
H: -24.99714 -0.44082 -7.76997
H: -17.86570 -8.10094 -2.46137
H: -23.64695 -0.29291 1.95924
H: -25.04552 4.95742 1.86654
H: -23.77318 -0.97916 -2.96194
H: -24.01374 -2.40257 -2.29234
H: -20.57472 -3.01686 4.32796
H: -18.73637 1.20033 3.86621
H: -20.64649 -1.19592 2.76602
H: -25.78156 -5.26299 -5.29658
H: -18.89609 4.73985 -0.68702
H: -20.82175 -0.09144 3.91196
H: -15.48674 2.36154 2.22324
H: -17.20697 4.79060 -1.35731
H: -25.60043 0.06055 0.17930
H: -15.45400 -6.88170 -1.25877
H: -15.80479 8.83214 0.58412
H: -27.18598 2.43334 5.18499
H: -17.12505 0.40832 3.91192
H: -29.38262 3.13714 2.10417
H: -25.63127 -3.82378 -7.16692
H: -27.16721 -3.47116 -6.46123
H: -17.64436 1.73000 0.16547
H: -21.69902 -1.57035 -4.05225
H: -15.12245 1.42372 0.89240
H: -15.10342 4.28999 1.26241
H: -23.90943 -4.72756 -4.00096
H: -17.02683 7.06691 -0.49286
H: -28.59611 3.17258 4.58218
H: -17.35190 -3.13074 -1.27361
H: -21.68002 -3.23972 -3.74105
H: -15.65149 6.45190 0.26387
H: -25.40816 -1.59937 -3.10464
H: -20.33855 -7.33442 -2.24099
H: -23.68670 3.03723 1.34148
H: -15.52931 3.69831 -0.43943
H: -26.32437 0.04851 -5.27349
H: -27.37597 4.54691 2.44602
H: -18.11330 0.46397 5.32348
H: -23.65033 -4.43924 -5.62305
H: -22.06917 -2.08732 4.63525
H: -24.72188 1.57496 -0.14512
H: -27.45675 -0.89364 -6.22447
H: -18.67955 -5.06058 0.65624
H: -16.71949 5.77482 2.24313
H: -17.72121 1.08542 1.66897
H: -17.16283 -5.90163 0.51702
H: -26.04925 3.98703 0.83698
H: -23.98767 3.05839 3.00599

Entry 3:
Formula: C5H10O
Source: the OMol25 dataset
Level of theory: ωB97M-V/def2-TZVPD

Computed properties:
**Charge**: 0
**2S+1**: 1
**ΔE to the lowest compared entry with this formula, charge and spin**: 41.0 kJ/mol
**Largest force on an atom**: 0.6 eV/A
**HOMO-LUMO gap**: 10.62 eV
**Calculated total energy**: -7394.340 eV
**Molar mass**: 86.13 g mol⁻¹
**SMILES string**: CC[C@@H](C)C=O
**LUMO level**: 0.9 eV

CARTESIAN COORDINATES (ANGSTROEM)
O: 0.31818 0.92705 2.55183
C: -0.45496 -0.34945 -0.79546
C: -0.43634 -1.87516 -0.81757
C: 0.07671 0.10628 1.70281
C: 0.46363 0.31290 0.24140
C: 0.59564 1.81686 -0.00565
H: 1.01987 2.01237 -0.99457
H: -0.76936 -2.30139 0.13426
H: -1.48289 0.01118 -0.66382
H: -0.13730 0.02380 -1.77663
H: -1.09956 -2.25532 -1.60240
H: 1.22975 2.28383 0.75090
H: 0.57168 -2.25411 -1.02139
H: -0.39168 2.29277 0.05207
H: -0.39395 -0.82585 2.05557
H: 1.45914 -0.15591 0.14849